# 1
The molecule C5H10O, computed with ωB97M-V/def2-TZVPD.

Spin multiplicity: 1
Max |F| (eV/A): 0.4
Gap between HOMO and LUMO (eV): 8.51
E_LUMO (eV): 0.3092
Charge: 0
HOMO (eV): -8.2

Structure (XYZ):
```
16
Properties=species:S:1:pos:R:3:nbo_charge:R:1
C -1.7919 -0.2437 -0.6685 -0.651
C 1.0898 0.0514 -0.8085 0.179
C 2.5085 -0.2184 -0.5547 -0.780
C 0.3536 0.6376 0.3391 -0.603
C -0.9507 -0.1318 0.5946 0.124
O -1.6322 0.5486 1.6364 -0.719
H -2.6229 -0.9458 -0.5390 0.201
H -2.1961 0.7432 -0.9193 0.211
H -1.1606 -0.5781 -1.4950 0.251
H 3.0144 0.2867 0.2835 0.192
H 3.1151 -0.2202 -1.4653 0.238
H 2.4108 -1.2910 -0.2808 0.280
H 0.9016 0.7888 1.2865 0.190
H 0.0589 1.6387 -0.0293 0.270
H -0.6700 -1.1408 0.9431 0.150
H -2.4417 0.0530 1.8161 0.468
```

=====

# 2
A structure of composition C24H20AsO8ReSSi, computed with ωB97M-V/def2-TZVPD.

Spin multiplicity: 4
Expectation value of S²: 3.764
Max |F| (eV/A): 0.8
Gap between HOMO and LUMO (spin up / spin down) (eV): 6.89 / 6.47
E_LUMO (spin up / spin down) (eV): -5.1398 / -5.4877
Charge: +1
HOMO (spin up / spin down) (eV): -12.0 / -12.0

Structure (XYZ):
```
56
Properties=species:S:1:pos:R:3:lowdin_spin:R:1
Re -0.1999 0.3307 0.0742 1.645
O 0.1974 -2.8627 -2.0502 -0.001
As -0.9566 -1.5935 -2.2603 0.009
O -2.3256 -2.0014 -2.9860 0.005
O -1.2365 -1.0546 -0.5554 0.109
C 0.0215 -0.1336 -3.1063 0.001
C -0.6015 0.2132 -4.2994 0.000
C -0.0622 1.1816 -5.1430 0.000
C 1.1179 1.8152 -4.8101 0.000
C 1.7600 1.4937 -3.6191 0.000
C 1.2168 0.5418 -2.7756 0.001
S 2.0845 0.3244 -1.2520 0.007
O 1.3837 -0.8586 -0.6219 0.060
O 3.4823 0.3069 -1.4091 -0.001
O 1.5382 1.3871 -0.2823 0.057
H -0.2270 -3.7164 -2.2330 0.000
H -1.5175 -0.2953 -4.5764 0.000
H -0.5705 1.4250 -6.0658 0.000
H 1.5476 2.5591 -5.4663 0.000
H 2.6870 1.9854 -3.3523 0.000
O -1.3901 1.7710 0.2009 0.213
O -2.1379 2.2336 1.1726 0.799
C 1.7635 -4.4663 2.3720 0.006
C 0.3872 -4.3970 2.5312 0.001
C -0.2444 -3.1624 2.5551 0.005
C 0.4993 -1.9841 2.4356 0.014
C 1.8870 -2.0725 2.2708 0.004
C 2.5156 -3.3045 2.2389 0.000
Si -0.3574 -0.3456 2.4925 0.036
C 0.6457 0.9331 3.3864 0.009
C 0.5837 2.3037 3.1167 0.003
C 1.3438 3.2083 3.8387 0.000
C 2.1769 2.7592 4.8546 0.002
C 2.2507 1.4036 5.1423 0.001
C 1.5024 0.4983 4.4069 0.001
C -2.1589 -0.4572 2.9108 0.009
C -3.2577 -0.5437 2.0582 0.004
C -4.5422 -0.6647 2.5659 0.001
C -4.7483 -0.7108 3.9371 0.000
C -3.6669 -0.6297 4.8042 0.002
C -2.3856 -0.4975 4.2959 0.000
H 2.2554 -5.4301 2.3537 0.000
H -0.1932 -5.3036 2.6388 0.000
H -1.3207 -3.1149 2.6765 0.000
H 2.4838 -1.1711 2.1777 0.000
H 3.5887 -3.3635 2.1150 0.000
H -0.0797 2.6876 2.3511 0.000
H 1.2833 4.2647 3.6135 0.000
H 2.7679 3.4659 5.4218 0.000
H 2.8964 1.0511 5.9354 0.000
H 1.5850 -0.5582 4.6348 0.000
H -3.1325 -0.5327 0.9823 0.000
H -5.3832 -0.7278 1.8886 0.000
H -5.7509 -0.8079 4.3318 0.000
H -3.8232 -0.6631 5.8741 0.000
H -1.5540 -0.4163 4.9897 0.000
```

=====

Quick rundown of energy relative to the best compared isomer or geometry (same formula, charge and spin), same order as above: 87.3; 92.0 kcal per mole